(1)
C24H66N6O6 | ωB97M-V/def2-TZVPD

Output
Relative energy (zero: lowest compared OMol25 entry of this formula, charge and spin)   483.1 kJ/mol
SMILES   COC[C@H](C)N.COC[C@H](C)N.COC[C@H](C)N.COC[C@H](C)N.COC[C@H](C)N.COC[C@H](C)N
E_LUMO   0.0177 Ha
Multiplicity   1
Largest force on an atom   0.065 hartree/bohr
Orbital gap   9.49 eV
Calculated total energy   -47176.709 eV

Each line ends with the Löwdin charge.
Element x y z (Å)
C  -3.747  -5.243  3.298  -0.08
C  -4.390  -3.941  3.627  -0.44
C  -5.597  -3.712  2.671  -0.16
O  -5.106  -3.306  1.368  -0.19
C  -5.555  -4.146  0.359  -0.15
N  -4.768  -3.991  5.047  0.02
H  -4.548  -5.964  3.460  0.08
H  -2.925  -5.579  3.931  0.08
H  -3.411  -5.324  2.264  0.08
H  -3.727  -3.079  3.558  0.13
H  -6.181  -2.906  3.115  0.12
H  -6.280  -4.551  2.535  0.12
H  -5.194  -5.172  0.435  0.09
H  -5.217  -3.832  -0.628  0.08
H  -6.639  -4.034  0.326  0.09
H  -5.321  -3.195  5.331  0.06
H  -3.911  -4.042  5.580  0.07
C  8.879  1.825  -0.144  -0.07
C  7.895  1.917  1.051  -0.43
C  6.391  2.009  0.666  -0.17
O  6.116  3.314  0.027  -0.17
C  4.697  3.268  -0.276  -0.13
N  8.103  0.822  1.970  0.02
H  9.950  1.772  0.055  0.07
H  8.870  2.774  -0.680  0.07
H  8.623  0.969  -0.768  0.07
H  8.160  2.806  1.624  0.13
H  5.838  1.959  1.604  0.11
H  6.034  1.175  0.062  0.12
H  4.356  4.251  -0.601  0.08
H  4.091  3.040  0.601  0.08
H  4.308  2.572  -1.019  0.08
H  9.101  0.683  2.041  0.07
H  7.827  -0.022  1.489  0.07
C  0.320  0.668  0.193  -0.08
C  -0.896  -0.052  0.664  -0.48
C  -1.908  -0.087  -0.453  -0.20
O  -2.185  1.188  -1.008  -0.18
C  -3.381  1.458  -1.765  -0.09
N  -0.500  -1.319  1.209  0.05
H  0.126  1.738  0.123  0.08
H  0.786  0.306  -0.723  0.08
H  1.120  0.638  0.933  0.07
H  -1.289  0.559  1.476  0.14
H  -2.808  -0.594  -0.105  0.12
H  -1.500  -0.655  -1.290  0.13
H  -3.778  0.546  -2.212  0.08
H  -3.096  1.953  -2.693  0.07
H  -4.188  2.130  -1.473  0.08
H  -0.304  -1.122  2.180  0.07
H  -1.230  -2.017  1.239  0.07
C  3.879  -2.420  -2.993  -0.07
C  4.589  -3.308  -1.978  -0.48
C  6.090  -3.375  -2.119  -0.21
O  6.639  -4.428  -2.892  -0.19
C  8.110  -4.389  -2.962  -0.07
N  4.171  -2.885  -0.706  0.03
H  4.208  -1.397  -2.812  0.07
H  2.798  -2.359  -2.874  0.08
H  4.218  -2.574  -4.018  0.08
H  4.051  -4.236  -2.171  0.14
H  6.436  -3.491  -1.091  0.11
H  6.537  -2.441  -2.459  0.12
H  8.545  -3.391  -2.909  0.08
H  8.321  -4.785  -3.955  0.08
H  8.538  -5.025  -2.187  0.08
H  4.268  -3.591  0.010  0.08
H  3.251  -2.471  -0.755  0.07
C  1.219  -1.540  8.226  -0.08
C  0.336  -1.248  7.021  -0.43
C  0.585  0.220  6.494  -0.20
O  0.284  1.196  7.498  -0.20
C  0.764  2.513  7.169  -0.09
N  0.359  -2.275  5.987  0.04
H  2.281  -1.430  8.007  0.07
H  1.147  -2.538  8.657  0.07
H  1.071  -0.707  8.913  0.07
H  -0.656  -1.164  7.465  0.13
H  -0.064  0.406  5.638  0.11
H  1.534  0.308  5.965  0.12
H  0.088  2.726  6.342  0.08
H  1.803  2.561  6.841  0.08
H  0.693  3.273  7.947  0.08
H  1.188  -2.265  5.411  0.07
H  0.336  -3.113  6.550  0.06
C  -7.006  3.856  -9.030  -0.05
C  -7.981  4.912  -8.426  -0.44
C  -7.516  5.404  -7.067  -0.21
O  -6.315  6.242  -7.219  -0.20
C  -5.658  6.450  -5.921  -0.08
N  -8.118  5.996  -9.388  0.03
H  -6.726  3.212  -8.197  0.07
H  -6.067  4.076  -9.537  0.08
H  -7.671  3.424  -9.779  0.07
H  -8.973  4.488  -8.273  0.13
H  -7.334  4.454  -6.566  0.10
H  -8.317  5.823  -6.458  0.12
H  -6.348  7.027  -5.306  0.08
H  -4.926  7.241  -6.087  0.08
H  -5.230  5.524  -5.536  0.09
H  -7.198  6.153  -9.774  0.06
H  -8.247  6.907  -8.971  0.07

Forces on atoms 1 to 2 (eV/Å):
C 0.062 -1.122 -0.359
C -0.366 0.582 0.223

(2)
C24H66N6O6 | ωB97M-V/def2-TZVPD

Output
Relative energy (zero: lowest compared OMol25 entry of this formula, charge and spin)   0.0 kJ/mol
SMILES   COC[C@H](C)N.COC[C@H](C)N.COC[C@H](C)N.COC[C@H](C)N.COC[C@H](C)N.COC[C@H](C)N
E_LUMO   0.0264 Ha
Multiplicity   1
Largest force on an atom   0.024 hartree/bohr
Orbital gap   9.27 eV
Calculated total energy   -47181.717 eV

Each line ends with the Löwdin charge.
Element x y z (Å)
C  16.981  3.696  5.317  -0.06
C  17.403  3.677  6.775  -0.42
C  16.942  2.407  7.471  -0.23
O  17.732  1.332  7.040  -0.20
C  17.164  0.078  7.353  -0.11
N  18.884  3.866  6.846  0.04
H  15.892  3.633  5.251  0.08
H  17.436  2.868  4.771  0.06
H  17.285  4.634  4.853  0.08
H  16.957  4.540  7.275  0.13
H  15.874  2.240  7.249  0.12
H  16.987  2.517  8.568  0.13
H  17.873  -0.700  7.091  0.09
H  16.233  -0.045  6.793  0.08
H  16.927  -0.009  8.423  0.09
H  19.136  3.729  7.826  0.07
H  19.269  3.020  6.425  0.06
C  11.173  4.395  3.470  -0.06
C  11.739  3.709  2.219  -0.45
C  12.195  2.301  2.522  -0.24
O  13.293  2.364  3.384  -0.18
C  13.863  1.093  3.625  -0.10
N  10.810  3.675  1.103  0.03
H  11.952  4.719  4.162  0.07
H  10.465  3.739  3.985  0.08
H  10.629  5.303  3.194  0.07
H  12.631  4.270  1.926  0.14
H  12.473  1.844  1.558  0.12
H  11.359  1.731  2.959  0.13
H  14.159  0.597  2.693  0.08
H  13.082  0.448  4.066  0.09
H  14.658  1.244  4.343  0.07
H  10.406  4.596  0.962  0.07
H  9.985  3.123  1.331  0.08
C  17.397  -0.102  3.820  -0.02
C  17.138  -1.555  3.355  -0.40
C  15.967  -2.158  4.098  -0.22
O  16.239  -2.262  5.465  -0.20
C  15.193  -2.771  6.246  -0.11
N  16.853  -1.645  1.927  0.06
H  18.102  0.352  3.121  0.06
H  17.848  -0.075  4.813  0.06
H  16.457  0.442  3.881  0.05
H  18.047  -2.107  3.622  0.14
H  15.717  -3.141  3.657  0.12
H  15.056  -1.553  3.922  0.12
H  14.392  -2.036  6.400  0.09
H  15.620  -3.016  7.219  0.09
H  14.771  -3.686  5.814  0.09
H  17.584  -1.084  1.483  0.03
H  15.954  -1.215  1.725  0.05
C  18.000  -4.361  -0.377  -0.07
C  16.805  -5.004  0.309  -0.42
C  17.211  -5.390  1.721  -0.22
O  16.154  -6.115  2.318  -0.19
C  16.404  -6.404  3.672  -0.11
N  15.706  -4.026  0.308  0.04
H  18.285  -3.463  0.179  0.06
H  17.799  -4.068  -1.408  0.07
H  18.858  -5.039  -0.417  0.08
H  16.447  -5.878  -0.239  0.14
H  17.397  -4.462  2.280  0.12
H  18.113  -6.018  1.687  0.13
H  16.319  -5.490  4.279  0.07
H  17.398  -6.835  3.832  0.09
H  15.653  -7.111  4.021  0.09
H  16.007  -3.196  0.825  0.02
H  14.938  -4.383  0.873  0.07
C  13.591  -1.868  -2.415  -0.07
C  14.637  -1.008  -1.756  -0.44
C  14.262  -0.625  -0.329  -0.21
O  15.172  0.262  0.291  -0.24
C  15.224  1.544  -0.291  -0.10
N  15.956  -1.687  -1.817  0.06
H  12.640  -1.331  -2.517  0.08
H  13.385  -2.759  -1.819  0.08
H  13.897  -2.117  -3.429  0.08
H  14.745  -0.061  -2.298  0.12
H  14.209  -1.526  0.288  0.12
H  13.249  -0.184  -0.350  0.13
H  15.616  1.527  -1.311  0.08
H  15.910  2.128  0.323  0.08
H  14.246  2.042  -0.291  0.09
H  16.496  -1.305  -1.041  0.03
H  15.791  -2.659  -1.546  0.03
C  18.866  0.269  -1.519  -0.06
C  19.679  0.465  -0.257  -0.41
C  19.290  1.747  0.447  -0.22
O  20.128  1.927  1.568  -0.20
C  19.728  3.021  2.365  -0.10
N  19.445  -0.644  0.705  0.05
H  17.787  0.251  -1.354  0.05
H  19.159  -0.640  -2.043  0.08
H  19.011  1.109  -2.209  0.08
H  20.741  0.563  -0.517  0.14
H  18.241  1.664  0.787  0.12
H  19.346  2.605  -0.236  0.13
H  18.738  2.827  2.798  0.07
H  19.735  3.951  1.793  0.09
H  20.427  3.076  3.199  0.09
H  20.113  -1.399  0.562  0.09
H  19.795  -0.271  1.593  0.07

Forces on atoms 1 to 2 (eV/Å):
C -0.163 0.171 0.058
C 0.823 0.330 -0.201

(3)
C24H66O12 | ωB97M-V/def2-TZVPD

Output
Relative energy (zero: lowest compared OMol25 entry of this formula, charge and spin)   0.0 kJ/mol
SMILES   CC(C)O.CC(C)O.CC(C)O.CC(C)O.CC(C)O.CC(C)O.OCCO.OCCO.OCCO
E_LUMO   0.0121 Ha
Multiplicity   1
Largest force on an atom   0.058 hartree/bohr
Orbital gap   9.77 eV
Calculated total energy   -50526.140 eV

Each line ends with the Löwdin charge.
Element x y z (Å)
C  16.469  9.878  11.757  -0.05
C  16.572  11.391  11.599  -0.49
C  15.660  11.903  10.472  -0.05
O  16.350  12.014  12.847  -0.05
H  15.415  9.578  11.833  0.04
H  16.909  9.603  12.736  0.09
H  16.922  9.306  10.944  0.08
H  17.614  11.613  11.336  0.13
H  15.910  11.586  9.479  0.06
H  15.668  12.977  10.374  0.07
H  14.674  11.502  10.771  0.07
H  15.456  11.852  13.143  0.03
C  9.309  15.313  12.404  -0.05
C  7.889  15.334  12.911  -0.46
C  7.138  16.493  12.338  -0.06
O  7.210  14.115  12.560  -0.08
H  9.810  14.392  12.741  0.07
H  9.932  16.089  12.888  0.10
H  9.350  15.328  11.308  0.07
H  7.908  15.343  14.006  0.14
H  6.093  16.608  12.589  0.08
H  7.159  16.562  11.270  0.07
H  7.692  17.390  12.557  0.08
H  6.920  14.122  11.631  0.11
C  12.728  8.752  11.986  -0.08
C  12.781  7.316  11.669  -0.48
C  11.962  6.915  10.488  -0.06
O  14.192  6.956  11.426  -0.05
H  13.109  9.364  11.178  0.07
H  13.456  8.945  12.775  0.09
H  11.758  9.194  12.154  0.08
H  12.406  6.801  12.554  0.14
H  10.857  7.071  10.518  0.10
H  12.106  5.834  10.376  0.08
H  12.230  7.328  9.513  0.07
H  14.538  6.626  12.264  0.09
C  12.882  16.914  7.470  -0.07
C  12.970  16.556  8.929  -0.51
C  11.904  15.634  9.420  -0.05
O  14.213  15.856  9.071  -0.07
H  11.971  17.506  7.244  0.08
H  12.844  16.007  6.822  0.10
H  13.655  17.613  7.136  0.07
H  13.037  17.462  9.568  0.14
H  10.897  16.035  9.395  0.08
H  12.188  15.341  10.439  0.08
H  11.866  14.728  8.799  0.08
H  14.963  16.395  8.792  0.09
C  7.083  12.283  7.457  -0.06
C  7.874  13.076  6.443  -0.49
C  8.016  14.561  6.798  -0.05
O  9.191  12.536  6.265  -0.07
H  7.148  11.212  7.256  0.08
H  6.030  12.505  7.395  0.07
H  7.460  12.553  8.450  0.07
H  7.332  13.036  5.489  0.13
H  7.117  15.140  6.626  0.07
H  8.809  14.990  6.190  0.08
H  8.221  14.629  7.860  0.06
H  9.657  12.698  7.106  0.04
C  13.522  14.339  13.197  -0.05
C  13.649  13.400  14.352  -0.48
C  12.538  13.485  15.322  -0.06
O  13.709  12.060  13.861  -0.08
H  12.700  13.974  12.559  0.06
H  14.328  14.433  12.481  0.07
H  13.444  15.402  13.414  0.08
H  14.644  13.498  14.796  0.15
H  11.595  13.093  14.909  0.07
H  12.130  14.396  15.765  0.08
H  12.663  12.843  16.189  0.08
H  12.900  11.956  13.328  0.05
C  13.571  11.778  7.564  -0.23
C  13.099  10.341  7.355  -0.19
O  11.774  10.281  7.906  -0.08
O  14.878  11.907  6.966  -0.07
H  13.631  12.002  8.631  0.09
H  12.851  12.494  7.085  0.13
H  13.752  9.691  7.955  0.13
H  13.158  10.063  6.311  0.12
H  11.490  9.369  7.933  0.09
H  15.240  12.700  7.368  0.07
C  11.360  11.891  10.978  -0.20
C  10.191  12.473  10.269  -0.21
O  10.371  12.531  8.861  -0.09
O  11.254  12.016  12.420  -0.12
H  12.180  12.492  10.611  0.11
H  11.630  10.848  10.852  0.09
H  10.101  13.502  10.627  0.10
H  9.268  11.933  10.391  0.12
H  10.842  11.763  8.551  0.03
H  10.356  11.697  12.702  0.07
C  8.170  11.770  15.500  -0.22
C  7.956  11.015  14.203  -0.19
O  8.594  11.691  13.053  -0.12
O  7.619  13.123  15.494  -0.09
H  9.272  11.906  15.687  0.13
H  7.723  11.198  16.333  0.12
H  6.902  10.783  14.054  0.12
H  8.466  10.058  14.307  0.12
H  8.142  12.571  12.945  0.06
H  6.812  13.102  14.944  0.08

Forces on atoms 1 to 2 (eV/Å):
C -0.407 -0.198 0.746
C 0.919 -0.295 -0.650

(4)
C24H66O9 | ωB97M-V/def2-TZVPD

Output
Relative energy (zero: lowest compared OMol25 entry of this formula, charge and spin)   376.7 kJ/mol
SMILES   CC(C)O.CC(C)O.CC(C)O.CC(C)O.CC(C)O.CC(C)O.CCO.CCO.CCO
E_LUMO   0.0148 Ha
Multiplicity   1
Largest force on an atom   0.066 hartree/bohr
Orbital gap   10.12 eV
Calculated total energy   -44382.165 eV

Each line ends with the Löwdin charge.
Element x y z (Å)
C  -2.830  -0.393  14.426  -0.09
C  -4.109  -0.836  15.076  -0.33
O  -4.964  -1.858  14.519  -0.08
H  -3.190  -0.011  13.471  0.07
H  -2.325  -1.303  14.104  0.08
H  -2.220  0.268  15.043  0.06
H  -4.864  -0.050  15.088  0.11
H  -3.864  -1.149  16.091  0.10
H  -5.247  -1.584  13.644  0.07
C  -1.300  -0.789  18.904  -0.06
C  -0.683  0.220  17.910  -0.27
O  -0.529  1.484  18.566  -0.08
H  -1.505  -1.755  18.441  0.07
H  -2.222  -0.528  19.422  0.06
H  -0.623  -0.890  19.752  0.07
H  -1.258  0.299  16.988  0.09
H  0.286  -0.188  17.624  0.10
H  -0.284  2.122  17.891  0.05
C  -6.143  0.124  18.779  -0.11
C  -5.489  -1.018  19.374  -0.33
O  -6.392  -2.142  19.572  -0.07
H  -7.165  0.258  19.131  0.09
H  -6.327  -0.050  17.719  0.07
H  -5.478  0.988  18.766  0.07
H  -5.107  -0.784  20.368  0.11
H  -4.648  -1.226  18.712  0.09
H  -6.700  -2.423  18.707  0.07
C  0.361  1.205  12.761  -0.04
C  0.498  2.337  13.786  -0.49
C  -0.377  3.565  13.412  -0.05
O  0.187  1.853  15.056  -0.07
H  0.714  1.598  11.808  0.08
H  -0.669  0.853  12.698  0.07
H  0.962  0.349  13.068  0.08
H  1.550  2.608  13.873  0.13
H  -1.455  3.404  13.440  0.08
H  -0.235  3.891  12.382  0.07
H  -0.045  4.510  13.842  0.06
H  0.313  2.596  15.651  0.02
C  -1.985  3.749  20.844  -0.04
C  -3.223  2.802  20.603  -0.49
C  -4.463  3.373  21.194  -0.07
O  -3.399  2.858  19.232  -0.08
H  -1.693  3.679  21.892  0.07
H  -2.126  4.767  20.482  0.08
H  -1.155  3.256  20.337  0.04
H  -3.149  1.742  20.844  0.13
H  -4.474  4.460  21.114  0.08
H  -4.444  3.230  22.275  0.08
H  -5.426  3.111  20.758  0.08
H  -2.666  2.826  18.613  0.07
C  5.217  -1.394  16.288  -0.04
C  3.827  -1.128  16.745  -0.56
C  3.258  -2.000  17.812  -0.06
O  3.854  0.144  17.286  -0.05
H  5.949  -1.106  17.042  0.09
H  5.326  -0.945  15.301  0.08
H  5.208  -2.467  16.092  0.08
H  3.087  -1.183  15.946  0.13
H  3.775  -1.858  18.761  0.09
H  3.307  -3.021  17.434  0.08
H  2.234  -1.692  18.024  0.07
H  3.218  0.238  17.998  0.04
C  -1.463  -5.165  19.527  -0.04
C  -0.112  -5.876  19.629  -0.57
C  -0.012  -6.874  20.737  -0.06
O  0.173  -6.475  18.423  -0.03
H  -2.288  -5.876  19.486  0.09
H  -1.458  -4.465  18.691  0.07
H  -1.526  -4.527  20.408  0.08
H  0.615  -5.108  19.894  0.13
H  -0.620  -6.539  21.578  0.08
H  1.005  -6.986  21.113  0.07
H  -0.182  -7.847  20.277  0.09
H  1.129  -6.561  18.402  0.10
C  1.121  5.889  18.062  -0.04
C  1.124  4.832  16.936  -0.45
C  2.243  3.804  17.146  -0.04
O  -0.152  4.188  16.691  -0.06
H  0.422  6.661  17.741  0.07
H  2.117  6.333  18.089  0.08
H  0.737  5.606  19.041  0.08
H  1.561  5.302  16.054  0.13
H  2.168  2.988  16.427  0.07
H  2.189  3.254  18.086  0.07
H  3.228  4.270  17.121  0.09
H  -0.745  4.922  16.517  0.10
C  1.598  1.832  21.984  -0.02
C  2.912  1.933  21.118  -0.46
C  4.014  1.078  21.720  -0.06
O  2.615  1.306  19.909  -0.10
H  0.762  2.302  21.465  0.06
H  1.846  2.316  22.929  0.08
H  1.409  0.780  22.199  0.08
H  3.235  2.903  20.740  0.14
H  4.415  1.540  22.622  0.08
H  4.873  0.918  21.067  0.08
H  3.684  0.069  21.964  0.08
H  1.689  1.154  19.708  0.06

Forces on atoms 1 to 2 (eV/Å):
C -1.105 -1.428 -1.688
C -1.731 0.436 1.231

> Which of these has the highest calculated total energy?

C24H66O9

> Which formula does entry 2 have?

C24H66N6O6

> The lowest E_LUMO belongs to which entry?

C24H66O12

> Number 1 is which compound?

C24H66N6O6